(1)
{
  "formula": "C7H8ClN2O2P",
  "method": "wB97M-V/def2-TZVPD",
  "e_tot_ha": -1333.14953,
  "e_above_lowest_kcal_mol": 14.0,
  "charge": 0,
  "species": ["H", "N", "C", "N", "P", "O", "O", "Cl", "C", "C", "C", "C", "C", "C", "H", "H", "H", "H", "H", "H", "H"],
  "coordinates": [[1.453, -1.680, 0.353], [0.680, -1.574, 0.979], [-0.134, -0.768, 0.513], [-1.200, -0.405, 1.624], [-0.926, -1.095, 3.117], [-2.052, -0.690, 3.933], [-0.902, -2.624, 2.917], [0.807, -0.437, 3.735], [-0.085, 0.036, -0.718], [0.900, -0.319, -1.677], [1.312, 0.583, -2.601], [0.632, 1.802, -2.816], [-0.247, 2.203, -1.888], [-0.546, 1.330, -0.783], [-2.076, 0.203, 1.541], [-0.027, -2.797, 2.439], [1.300, -1.338, -1.718], [2.178, 0.274, -3.113], [1.086, 2.441, -3.616], [-0.798, 3.105, -2.060], [-1.355, 1.748, -0.160]],
  "forces_ev_per_a": [[0.673, -0.390, -0.352], [1.252, -1.421, -0.185], [-4.675, 2.647, 3.140], [1.337, 0.229, -3.238], [-2.956, 1.420, -0.795], [-0.515, 0.418, 1.186], [2.557, -1.617, -0.540], [1.210, 0.201, 0.603], [1.494, 0.452, -0.089], [-0.850, -0.722, 0.695], [-0.718, 0.105, -0.137], [3.388, -0.240, -1.112], [-1.338, -1.109, 1.208], [-1.899, 1.635, -1.106], [2.054, -1.394, -0.103], [-1.413, -0.138, 0.373], [0.101, 0.450, 0.321], [0.709, 0.051, -1.288], [-1.057, -0.403, 0.701], [-0.154, 0.453, 0.461], [0.798, -0.629, 0.259]]
}

=====

(2)
{
  "formula": "C40H33AuN4O4P",
  "method": "wB97M-V/def2-TZVPD",
  "e_tot_ha": -2540.76706,
  "e_above_lowest_kcal_mol": 18.8,
  "charge": 1,
  "spin_multiplicity": 3,
  "s2": 2.022,
  "species": ["Au", "C", "C", "C", "C", "C", "C", "C", "P", "C", "C", "C", "C", "C", "C", "C", "C", "C", "C", "C", "C", "C", "C", "H", "H", "H", "H", "H", "H", "H", "H", "H", "H", "H", "H", "H", "H", "H", "H", "H", "H", "H", "H", "N", "C", "C", "C", "C", "C", "C", "N", "C", "C", "C", "C", "N", "C", "C", "H", "H", "H", "H", "H", "H", "H", "H", "H", "O", "C", "O", "C", "C", "C", "C", "C", "C", "N", "O", "O", "H", "H", "H", "H"],
  "coordinates": [[0.242, -0.556, 0.956], [-1.985, -2.247, -2.560], [-2.288, -3.484, -1.762], [-3.276, -4.367, -2.177], [-3.579, -5.508, -1.446], [-2.896, -5.793, -0.274], [-1.905, -4.931, 0.163], [-1.595, -3.789, -0.578], [-0.261, -2.720, -0.048], [0.007, -2.928, 1.728], [-1.163, -2.668, 2.492], [-1.129, -2.630, 3.863], [0.082, -2.847, 4.515], [1.216, -3.171, 3.791], [1.220, -3.242, 2.402], [2.492, -3.660, 1.719], [1.166, -3.000, -1.090], [1.282, -4.151, -1.872], [2.387, -4.318, -2.686], [3.369, -3.334, -2.723], [3.244, -2.185, -1.958], [2.138, -1.996, -1.132], [2.040, -0.758, -0.305], [-2.623, -2.191, -3.440], [-0.946, -2.232, -2.903], [-2.155, -1.346, -1.963], [-3.824, -4.153, -3.088], [-4.358, -6.175, -1.794], [-3.130, -6.683, 0.297], [-1.367, -5.149, 1.077], [-2.094, -2.464, 1.974], [-2.023, -2.399, 4.425], [0.141, -2.764, 5.592], [2.139, -3.374, 4.321], [3.151, -4.131, 2.447], [3.032, -2.810, 1.300], [2.317, -4.367, 0.911], [0.510, -4.911, -1.836], [2.484, -5.211, -3.290], [4.236, -3.461, -3.359], [4.014, -1.423, -2.000], [2.049, 0.155, -0.901], [2.784, -0.695, 0.492], [-2.630, 4.981, -2.909], [-3.268, 6.201, -2.982], [-3.658, 6.995, -4.057], [-4.286, 8.181, -3.744], [-4.519, 8.569, -2.411], [-4.130, 7.780, -1.353], [-3.492, 6.572, -1.649], [-3.001, 5.603, -0.798], [-2.502, 4.684, -1.576], [-1.872, 3.470, -1.062], [-1.360, 2.466, -1.885], [-0.775, 1.358, -1.311], [-0.682, 1.208, 0.013], [-1.170, 2.164, 0.820], [-1.769, 3.299, 0.319], [-2.313, 4.435, -3.687], [-3.481, 6.703, -5.085], [-4.608, 8.835, -4.543], [-5.015, 9.513, -2.223], [-4.304, 8.071, -0.325], [-1.401, 2.524, -2.964], [-0.358, 0.561, -1.917], [-1.055, 1.985, 1.884], [-2.154, 4.058, 0.985], [1.055, -0.047, 4.906], [1.127, 0.330, 3.751], [0.124, 0.320, 2.909], [2.449, 0.840, 3.198], [3.622, 0.524, 3.876], [4.854, 0.926, 3.385], [4.882, 1.654, 2.208], [3.733, 2.012, 1.526], [2.512, 1.596, 2.032], [6.192, 2.071, 1.654], [6.194, 2.617, 0.563], [7.178, 1.880, 2.337], [3.546, -0.042, 4.794], [5.776, 0.686, 3.891], [3.809, 2.601, 0.625], [1.603, 1.883, 1.520]],
  "forces_ev_per_a": [[-0.183, -0.323, 0.062], [0.003, 0.039, -0.025], [0.009, -0.059, 0.060], [-0.019, 0.007, -0.019], [-0.023, -0.011, -0.021], [-0.006, -0.013, 0.010], [0.025, 0.004, -0.010], [-0.157, 0.012, -0.046], [0.351, 0.230, 0.071], [0.084, -0.211, 0.089], [-0.063, 0.085, -0.023], [-0.009, 0.010, 0.017], [-0.034, 0.001, 0.047], [0.050, -0.027, -0.085], [0.044, 0.033, 0.091], [0.026, 0.007, -0.001], [-0.015, -0.045, -0.013], [0.003, -0.035, 0.007], [-0.012, -0.002, -0.002], [0.004, -0.024, -0.018], [0.033, 0.026, -0.022], [-0.085, -0.048, 0.017], [0.066, 0.064, -0.116], [0.002, 0.001, 0.013], [-0.003, -0.006, 0.010], [0.009, -0.013, 0.000], [0.018, -0.010, 0.027], [0.026, 0.023, 0.009], [0.004, 0.026, -0.011], [0.006, 0.005, -0.002], [0.009, -0.006, 0.005], [0.012, -0.001, -0.017], [-0.010, -0.001, -0.038], [-0.019, -0.002, -0.020], [-0.011, 0.009, -0.023], [-0.008, 0.022, -0.012], [-0.026, -0.018, -0.027], [0.012, 0.016, -0.003], [0.005, 0.026, 0.016], [-0.023, 0.011, 0.021], [-0.032, -0.021, 0.006], [0.016, -0.003, 0.040], [-0.027, -0.015, -0.050], [-0.028, 0.033, 0.076], [0.001, 0.004, -0.007], [0.003, 0.002, -0.032], [-0.004, 0.010, -0.051], [-0.012, 0.018, 0.052], [-0.020, 0.035, -0.003], [0.001, -0.001, 0.026], [-0.017, 0.028, 0.006], [0.000, -0.002, -0.024], [0.034, -0.051, 0.031], [0.003, 0.001, 0.016], [0.051, -0.053, -0.004], [0.056, 0.129, 0.026], [0.000, -0.064, 0.042], [0.005, -0.008, -0.016], [0.029, -0.043, -0.066], [-0.006, 0.007, 0.036], [0.010, -0.022, 0.021], [0.016, -0.031, 0.005], [0.006, -0.011, -0.040], [-0.010, 0.020, 0.014], [-0.027, 0.032, 0.009], [-0.015, 0.030, -0.075], [0.001, -0.003, -0.030], [0.045, 0.151, -0.270], [-0.021, -0.161, -0.026], [-0.061, 0.208, 0.124], [-0.051, -0.102, 0.098], [-0.046, -0.034, -0.013], [-0.060, 0.018, -0.070], [0.103, -0.057, -0.079], [0.023, -0.052, 0.049], [0.064, 0.123, 0.004], [0.112, 0.408, 0.070], [-0.042, -0.271, 0.237], [-0.228, -0.103, -0.187], [0.015, 0.006, 0.024], [0.028, 0.002, 0.003], [0.008, 0.032, -0.025], [-0.018, 0.012, 0.036]]
}

=====

(3)
{
  "formula": "C16H20CrF8MgN4O14S2",
  "method": "wB97M-V/def2-TZVPD",
  "e_tot_ha": -4733.81445,
  "charge": 1,
  "spin_multiplicity": 4,
  "s2": 3.816,
  "species": ["Cr", "Mg", "O", "H", "O", "H", "C", "F", "F", "F", "S", "O", "O", "O", "C", "F", "F", "F", "S", "O", "O", "O", "C", "C", "O", "C", "O", "O", "F", "H", "H", "H", "C", "C", "O", "C", "O", "O", "F", "H", "H", "H", "C", "C", "N", "H", "H", "H", "C", "C", "N", "H", "H", "H", "C", "C", "N", "H", "H", "H", "C", "C", "N", "H", "H", "H"],
  "coordinates": [[1.382, -2.830, 3.216], [-1.871, -2.280, 1.739], [-0.340, -3.287, 2.417], [-0.820, -4.127, 2.450], [2.442, -3.795, 1.865], [2.148, -4.557, 1.354], [-1.722, -0.684, 5.998], [-2.052, -1.926, 6.270], [-2.774, 0.130, 6.022], [-0.844, -0.165, 6.835], [-1.017, -0.656, 4.227], [-2.009, -1.301, 3.362], [-0.823, 0.718, 3.810], [0.254, -1.441, 4.263], [1.489, -1.008, -0.709], [2.758, -0.757, -0.622], [0.846, -0.399, -1.743], [1.226, -2.310, -0.880], [0.704, -0.458, 0.881], [1.480, -1.199, 1.920], [0.681, 0.976, 0.908], [-0.634, -1.040, 0.932], [0.198, 0.974, -4.396], [0.246, 2.391, -4.980], [1.182, 2.247, -6.026], [1.131, 1.035, -6.468], [1.670, 0.603, -7.443], [0.331, 0.282, -5.651], [0.731, 3.250, -4.032], [-0.760, 0.935, -3.885], [1.096, 1.008, -3.781], [-0.715, 2.787, -5.306], [-0.326, 3.874, 2.467], [-1.773, 3.980, 2.847], [-2.372, 3.794, 1.551], [-1.503, 4.357, 0.647], [-1.824, 4.775, -0.430], [-0.289, 4.273, 1.107], [-1.969, 5.258, 3.288], [-0.069, 2.811, 2.506], [0.342, 4.378, 3.162], [-2.109, 3.272, 3.600], [2.427, -1.620, -3.880], [3.326, -2.095, -4.928], [4.075, -2.465, -5.724], [2.239, -2.210, -2.988], [1.498, -1.353, -4.383], [2.823, -0.716, -3.411], [-2.777, 0.755, -1.086], [-3.142, -0.112, 0.029], [-3.425, -0.794, 0.905], [-3.303, 0.449, -1.987], [-1.697, 0.820, -1.181], [-3.194, 1.703, -0.733], [2.886, 1.828, 2.917], [3.859, 0.809, 3.239], [4.607, -0.009, 3.557], [1.873, 1.441, 3.042], [2.889, 2.295, 1.936], [2.972, 2.563, 3.720], [-1.933, -4.352, -2.509], [-2.000, -3.799, -1.161], [-2.013, -3.327, -0.124], [-2.091, -3.671, -3.340], [-2.647, -5.172, -2.610], [-0.970, -4.861, -2.591]],
  "forces_ev_per_a": [[-0.787, 0.468, -5.137], [-0.499, 0.921, -1.086], [0.293, -0.852, 0.578], [1.096, -0.509, 0.395], [-1.006, 1.245, 2.707], [-0.258, 0.090, 0.234], [0.072, 1.233, -1.020], [0.025, -0.035, 0.422], [-0.119, -0.661, -0.307], [0.359, -0.751, -0.024], [0.741, 1.522, -1.406], [-0.542, -0.325, 1.632], [0.109, -1.013, 1.145], [-0.169, -0.223, 1.117], [-2.056, -0.244, 0.281], [0.400, 0.068, -0.748], [0.970, 0.179, 0.796], [0.580, 0.051, 0.293], [-1.252, -0.340, 1.630], [0.902, 0.262, 0.115], [0.843, -1.004, -0.216], [0.443, 0.614, -1.489], [0.003, 2.744, -1.744], [0.193, 0.312, 1.307], [-0.162, 2.867, 0.767], [0.523, -2.616, -1.953], [-0.536, 0.360, 0.928], [-0.281, -1.292, 1.282], [0.068, -0.078, -0.471], [0.108, -1.119, -0.025], [-0.131, -1.027, 0.249], [0.123, 0.054, -0.404], [0.398, -1.990, 0.713], [0.656, 0.282, -1.075], [-0.542, 0.618, 1.332], [-1.610, 0.033, -1.722], [0.171, -0.601, 0.911], [1.900, 0.839, 0.731], [-0.747, 0.042, 0.018], [0.133, 0.012, -0.087], [0.003, 0.628, -0.530], [-0.358, -0.059, -0.309], [-0.166, 1.005, -0.040], [0.791, -0.676, 0.255], [-0.628, 0.276, 0.465], [0.175, -0.968, -0.676], [-0.150, -0.081, 0.272], [0.208, 0.240, -0.537], [-0.842, 0.286, 1.026], [0.129, -0.332, -0.375], [0.128, -0.514, 0.100], [0.193, -0.026, -0.058], [0.005, -0.013, -0.075], [0.317, 0.378, -0.542], [-0.956, 0.487, 0.913], [0.576, -0.798, -0.272], [-0.533, 0.362, -0.200], [0.109, -0.311, 0.002], [0.631, -0.142, 0.001], [0.108, 0.363, -0.312], [0.149, -1.140, 0.227], [-0.100, 0.167, -1.179], [-0.208, -0.112, 0.855], [0.088, 0.366, 0.347], [-0.251, 0.177, 0.150], [0.165, 0.298, -0.178]]
}

=====

(4)
{
  "formula": "C12H27N9O21",
  "method": "wB97M-V/def2-TZVPD",
  "e_tot_ha": -2545.29502,
  "charge": 0,
  "species": ["N", "C", "O", "C", "O", "C", "O", "C", "O", "O", "H", "H", "H", "C", "N", "O", "O", "H", "H", "H", "C", "N", "O", "O", "H", "H", "H", "C", "N", "O", "O", "H", "H", "H", "C", "N", "O", "O", "H", "H", "H", "C", "N", "O", "O", "H", "H", "H", "C", "N", "O", "O", "H", "H", "H", "C", "N", "O", "O", "H", "H", "H", "C", "N", "O", "O", "H", "H", "H"],
  "coordinates": [[4.958, 1.658, -1.581], [4.353, 0.771, -2.345], [3.819, 0.189, -3.621], [2.354, 0.224, -3.498], [1.929, -0.963, -4.300], [1.568, 1.624, -3.827], [0.709, 1.996, -2.654], [0.456, 0.637, -2.074], [-0.707, 0.147, -1.601], [1.764, -0.091, -2.187], [2.323, -1.739, -3.765], [2.374, 2.476, -4.047], [0.760, 1.516, -4.698], [-1.461, -3.166, -4.500], [-0.201, -3.948, -4.616], [-0.252, -5.015, -5.238], [0.804, -3.468, -4.078], [-2.259, -3.703, -5.016], [-1.689, -3.064, -3.437], [-1.289, -2.193, -4.964], [-1.578, -0.460, 1.335], [-2.900, -0.277, 1.992], [-2.909, 0.266, 3.103], [-3.891, -0.684, 1.375], [-0.800, -0.059, 1.988], [-1.434, -1.531, 1.177], [-1.603, 0.081, 0.387], [-0.369, -2.060, 5.158], [0.032, -2.558, 3.815], [-0.870, -2.763, 2.995], [1.241, -2.730, 3.622], [-1.455, -1.956, 5.187], [-0.032, -2.792, 5.895], [0.115, -1.093, 5.309], [-5.169, -0.807, -1.459], [-4.768, -1.305, -2.803], [-5.670, -1.510, -3.623], [-3.559, -1.477, -2.996], [-6.255, -0.703, -1.431], [-4.832, -1.540, -0.723], [-4.685, 0.160, -1.308], [-8.737, -2.288, -3.447], [-9.006, -2.812, -2.081], [-9.100, -1.986, -1.166], [-9.116, -4.038, -1.965], [-8.665, -1.199, -3.400], [-7.795, -2.722, -3.787], [-9.568, -2.592, -4.086], [-6.050, 0.762, 4.359], [-6.319, 0.237, 5.725], [-6.413, 1.064, 6.640], [-6.429, -0.989, 5.840], [-5.978, 1.850, 4.406], [-5.108, 0.327, 4.019], [-6.882, 0.457, 3.719], [7.034, 3.434, 0.250], [8.395, 4.025, 0.348], [8.977, 4.285, -0.712], [8.841, 4.212, 1.486], [6.771, 3.325, -0.804], [7.061, 2.460, 0.742], [6.342, 4.113, 0.752], [11.279, 4.439, 3.432], [12.538, 4.084, 4.140], [13.410, 3.501, 3.486], [12.616, 4.401, 5.333], [11.349, 4.102, 2.396], [10.458, 3.935, 3.947], [11.170, 5.524, 3.478]],
  "forces_ev_per_a": [[-5.618, -8.435, -6.684], [4.203, 6.962, 2.138], [-0.443, 2.180, 5.844], [-3.327, -2.336, -0.871], [1.923, 2.037, 2.048], [0.250, 0.828, -1.604], [0.445, -5.085, 0.309], [-3.602, -1.057, 1.075], [8.880, 3.661, -3.290], [-1.988, 1.741, -0.114], [-1.047, 1.462, -1.269], [-2.039, -1.827, 0.629], [2.345, -0.012, 1.604], [-0.290, -0.035, -0.021], [0.660, -0.800, -0.323], [0.404, 1.602, 1.010], [-1.206, -0.936, -0.722], [0.304, 0.066, 0.123], [0.146, 0.121, -0.242], [0.035, -0.135, 0.246], [0.195, 0.110, -0.109], [-0.500, 0.023, 0.405], [-0.365, -0.756, -1.435], [1.174, 0.713, 1.144], [-0.305, -0.095, -0.080], [-0.108, 0.296, -0.086], [-0.096, -0.214, 0.187], [-0.328, 0.079, 0.195], [0.493, -0.386, -0.813], [1.358, 0.103, 0.960], [-1.927, 0.233, 0.075], [0.279, -0.055, -0.128], [0.076, 0.192, -0.160], [0.029, -0.253, 0.000], [-0.301, 0.026, 0.160], [0.194, -0.258, -0.778], [1.491, 0.167, 0.846], [-1.802, 0.166, 0.013], [0.253, -0.076, -0.121], [0.084, 0.260, -0.154], [0.064, -0.289, 0.026], [0.016, 0.226, -0.217], [-0.217, -0.478, 0.910], [0.149, -1.249, -1.026], [0.144, 1.880, 0.011], [-0.008, -0.321, 0.098], [-0.278, 0.020, 0.050], [0.188, -0.078, 0.136], [0.056, 0.228, -0.159], [-0.238, -0.283, 0.976], [0.105, -1.339, -1.083], [0.150, 1.781, 0.016], [-0.043, -0.297, 0.127], [-0.250, -0.008, 0.001], [0.207, -0.086, 0.119], [-0.201, -0.073, -0.297], [0.937, 0.429, -0.280], [-0.654, -0.294, 1.777], [-0.401, -0.169, -1.541], [0.196, 0.058, 0.326], [-0.030, 0.246, 0.003], [0.177, -0.181, 0.038], [-0.092, -0.069, -0.363], [0.938, -0.279, 0.436], [-1.079, 0.814, 1.138], [0.066, -0.522, -1.656], [0.049, 0.079, 0.340], [0.159, 0.207, -0.026], [-0.037, -0.231, 0.113]]
}

=====

(5)
{
  "formula": "C6H12O",
  "method": "wB97M-V/def2-TZVPD",
  "e_tot_ha": -310.94234,
  "e_above_lowest_kcal_mol": 73.4,
  "charge": 0,
  "species": ["C", "C", "C", "C", "C", "C", "O", "H", "H", "H", "H", "H", "H", "H", "H", "H", "H", "H", "H"],
  "coordinates": [[-2.366, -0.010, 1.871], [-1.266, -0.322, 1.116], [-0.546, 0.860, 0.421], [-0.256, 0.583, -1.082], [0.614, -0.632, -1.335], [1.758, -0.765, -0.382], [2.314, 0.437, 0.131], [-2.936, 0.866, 1.420], [-2.687, -0.304, 2.982], [-0.722, -1.139, 1.290], [-1.108, 1.769, 0.478], [0.423, 1.011, 0.909], [-1.205, 0.294, -1.447], [0.054, 1.494, -1.665], [0.005, -1.579, -1.224], [1.089, -0.801, -2.423], [1.558, -1.333, 0.565], [2.545, -1.311, -1.057], [2.732, 0.882, -0.567]],
  "forces_ev_per_a": [[-0.028, 0.918, 0.273], [-2.676, 4.735, 1.456], [0.367, -1.644, -1.445], [0.048, 0.642, -0.260], [0.187, -1.554, -1.760], [2.434, -1.637, 0.023], [-0.567, -0.707, 0.889], [0.721, -0.781, 1.273], [0.522, -0.311, -3.077], [2.213, -3.194, 0.859], [-0.502, 0.415, 0.250], [-0.487, -0.022, 0.280], [-1.223, 0.123, -0.906], [-0.031, -0.786, 0.782], [0.438, 0.945, -0.030], [-1.456, 1.103, 2.041], [-0.048, 0.153, -1.149], [-0.843, 0.512, 1.922], [0.932, 1.090, -1.421]]
}